Formula: C30H85N5O10
Source: the OMol25 dataset
Level of theory: ωB97M-V with the def2-TZVPD basis set

Results
LUMO: 0.69 eV
ΔE to the lowest compared entry with this formula, charge and spin: 2.8592 eV
Max |F|: 0.0622 hartree/bohr
E: -2219.97268 Ha

Cartesian coordinates (Å):
C: 0.14 0.02 -5.59
O: -0.53 1.04 -4.90
C: -0.96 2.06 -5.88
C: -1.46 3.38 -5.16
C: -2.81 3.19 -4.44
N: -1.57 4.50 -6.11
H: 0.78 -0.61 -4.96
H: 0.78 0.45 -6.36
H: -0.56 -0.60 -6.15
H: -0.08 2.22 -6.50
H: -1.73 1.79 -6.61
H: -0.71 3.57 -4.39
H: -2.73 2.37 -3.73
H: -3.65 2.93 -5.09
H: -3.04 4.09 -3.86
H: -0.95 4.39 -6.90
H: -2.47 4.53 -6.56
C: -1.18 -0.87 1.79
O: 0.03 -1.47 1.28
C: 0.82 -0.69 0.43
C: 0.25 -0.58 -0.98
C: 0.19 -1.84 -1.77
N: 1.01 0.38 -1.75
H: -1.82 -0.50 0.99
H: -0.95 -0.05 2.47
H: -1.81 -1.60 2.30
H: 0.90 0.30 0.89
H: 1.80 -1.16 0.47
H: -0.76 -0.20 -0.81
H: 1.16 -2.31 -1.92
H: -0.38 -1.68 -2.69
H: -0.35 -2.61 -1.22
H: 0.43 0.68 -2.53
H: 1.18 1.20 -1.19
C: 2.12 -3.54 2.96
O: 3.05 -3.80 4.02
C: 3.05 -2.96 5.20
C: 4.02 -3.48 6.22
C: 3.76 -4.88 6.66
N: 4.11 -2.63 7.44
H: 2.23 -2.56 2.49
H: 1.13 -3.77 3.36
H: 2.27 -4.12 2.05
H: 3.35 -1.97 4.85
H: 2.01 -2.84 5.52
H: 4.99 -3.58 5.74
H: 4.55 -5.29 7.30
H: 3.87 -5.59 5.84
H: 2.81 -4.98 7.17
H: 4.82 -3.08 8.01
H: 3.24 -2.68 7.95
C: -3.64 -0.55 -3.56
O: -3.93 -1.29 -2.35
C: -3.51 -2.64 -2.39
C: -3.40 -3.13 -0.96
C: -2.79 -4.47 -0.70
N: -4.62 -3.26 -0.29
H: -4.06 0.45 -3.46
H: -4.04 -1.08 -4.42
H: -2.57 -0.37 -3.70
H: -4.17 -3.18 -3.08
H: -2.50 -2.64 -2.80
H: -2.80 -2.39 -0.43
H: -2.53 -4.59 0.36
H: -1.87 -4.60 -1.27
H: -3.41 -5.32 -0.97
H: -5.13 -4.06 -0.63
H: -5.19 -2.49 -0.62
C: -3.70 3.92 2.65
O: -3.56 3.74 1.25
C: -2.38 4.34 0.67
C: -2.16 3.79 -0.76
C: -1.82 2.30 -0.82
N: -1.13 4.50 -1.44
H: -3.80 4.97 2.95
H: -2.83 3.54 3.18
H: -4.53 3.33 3.02
H: -2.56 5.41 0.76
H: -1.47 4.14 1.24
H: -3.11 3.92 -1.28
H: -1.34 2.03 -1.76
H: -2.63 1.60 -0.65
H: -1.05 2.11 -0.08
H: -1.28 4.33 -2.42
H: -1.24 5.50 -1.33
C: 3.23 -4.66 -4.70
C: 1.81 -4.45 -4.18
O: 1.47 -3.18 -4.74
H: 3.35 -4.39 -5.75
H: 3.58 -5.68 -4.60
H: 3.88 -4.09 -4.04
H: 1.85 -4.55 -3.09
H: 1.13 -5.23 -4.54
H: 2.06 -2.55 -4.32
C: 4.91 0.23 -2.80
C: 3.99 -0.30 -3.88
O: 2.97 -1.08 -3.29
H: 5.89 0.60 -3.09
H: 5.27 -0.60 -2.19
H: 4.43 0.90 -2.09
H: 4.49 -1.04 -4.49
H: 3.54 0.42 -4.57
H: 2.39 -0.62 -2.68
C: 1.93 3.93 1.41
C: 2.19 4.12 -0.12
O: 1.33 3.30 -0.86
H: 2.70 4.33 2.06
H: 1.99 2.85 1.53
H: 0.92 4.26 1.65
H: 3.20 3.85 -0.42
H: 2.11 5.15 -0.47
H: 0.50 3.72 -1.12
C: 1.63 0.49 4.10
C: 1.57 1.57 5.16
O: 2.83 2.07 5.26
H: 2.26 0.68 3.24
H: 0.57 0.37 3.87
H: 1.98 -0.48 4.48
H: 1.29 1.14 6.12
H: 0.89 2.36 4.83
H: 3.35 1.42 5.75
C: -2.39 0.84 5.38
C: -3.14 1.67 6.46
O: -4.01 2.63 5.84
H: -3.02 0.17 4.80
H: -1.64 0.16 5.79
H: -1.80 1.35 4.61
H: -2.42 2.27 7.02
H: -3.70 0.98 7.10
H: -4.85 2.68 6.30

***

Formula: C9H24N6PtS
Source: the OMol25 dataset
Level of theory: ωB97M-V with the def2-TZVPD basis set

Results
LUMO (alpha / beta): -5.47 / -7.44 eV
Max |F|: 0.0183 hartree/bohr
E: -1202.83819 Ha
Spin multiplicity: 3
Total charge: +2

Cartesian coordinates (Å):
Pt: 0.23 0.31 0.03
N: 0.11 -0.22 2.29
C: -0.72 -1.45 2.44
C: -0.96 -2.16 1.10
N: -1.49 -1.27 0.05
C: -2.75 -0.61 0.38
C: -2.87 0.73 -0.36
N: -1.74 1.60 0.01
C: -1.51 -1.89 -1.29
C: -0.25 -1.60 -2.10
N: -0.03 -0.15 -2.21
H: 1.05 -0.39 2.63
H: -0.28 0.54 2.85
H: -1.67 -1.19 2.91
H: -0.22 -2.16 3.10
H: -1.65 -3.00 1.28
H: -0.01 -2.56 0.73
H: -2.79 -0.41 1.45
H: -3.61 -1.25 0.13
H: -3.83 1.19 -0.12
H: -2.84 0.57 -1.44
H: -1.89 1.98 0.94
H: -1.68 2.38 -0.64
H: -2.37 -1.49 -1.83
H: -1.65 -2.98 -1.21
H: -0.34 -2.08 -3.09
H: 0.63 -2.03 -1.59
H: -0.77 0.31 -2.73
H: 0.85 0.03 -2.69
S: 2.54 -0.25 -0.73
C: 4.17 -0.07 -0.26
N: 4.76 -0.32 0.91
C: 6.20 -0.10 0.83
C: 6.41 0.29 -0.65
N: 5.06 0.30 -1.17
H: 4.32 -0.68 1.74
H: 6.74 -1.00 1.11
H: 6.49 0.71 1.51
H: 7.02 -0.44 -1.19
H: 6.88 1.27 -0.77
H: 4.83 0.51 -2.13

***

Formula: C25H18F10MoN6OS
Source: the OMol25 dataset
Level of theory: ωB97M-V with the def2-TZVPD basis set

Results
LUMO: -8.71 eV
ΔE to the lowest compared entry with this formula, charge and spin: 0.0000 eV
Max |F|: 0.0079 hartree/bohr
E: -2831.69546 Ha
Total charge: +2

Cartesian coordinates (Å):
Mo: 0.06 0.19 1.19
C: -1.48 -2.55 0.29
N: -1.85 -1.22 0.84
C: -2.76 -0.54 -0.12
C: -2.57 0.93 0.11
N: -1.09 1.13 0.00
C: -0.76 2.13 -0.96
C: -0.89 3.48 -0.64
F: -1.30 3.82 0.58
C: -0.58 4.46 -1.56
F: -0.68 5.74 -1.23
C: -0.14 4.10 -2.83
F: 0.16 5.02 -3.71
C: -0.03 2.75 -3.17
F: 0.38 2.40 -4.38
C: -0.35 1.79 -2.24
F: -0.22 0.49 -2.56
C: -2.51 -1.37 2.15
C: -1.45 -1.42 3.19
N: -0.54 -0.25 2.98
C: 0.04 0.12 4.24
C: 1.35 -0.20 4.57
F: 2.10 -0.86 3.69
C: 1.88 0.16 5.79
F: 3.13 -0.15 6.10
C: 1.09 0.86 6.70
F: 1.60 1.21 7.86
C: -0.22 1.19 6.39
F: -0.97 1.85 7.25
C: -0.74 0.81 5.16
F: -2.00 1.11 4.85
H: -2.40 -3.11 0.08
H: -0.88 -3.10 1.01
H: -0.92 -2.43 -0.63
H: -3.79 -0.87 0.04
H: -2.45 -0.80 -1.13
H: -2.92 1.26 1.09
H: -3.07 1.54 -0.64
H: -3.14 -2.27 2.15
H: -3.15 -0.51 2.32
H: -0.83 -2.32 3.12
H: -1.87 -1.38 4.19
N: 2.01 4.19 1.36
C: 1.69 2.92 1.12
S: 0.85 2.04 2.39
N: 2.02 2.33 0.02
N: 1.62 1.02 -0.02
C: 2.24 0.34 -0.96
C: 2.25 -1.06 -1.15
C: 2.97 -1.62 -2.23
C: 3.12 -2.98 -2.32
C: 2.59 -3.81 -1.32
C: 1.89 -3.30 -0.25
C: 1.71 -1.92 -0.19
O: 1.03 -1.37 0.84
H: 1.77 4.64 2.22
H: 2.59 4.69 0.70
H: 2.86 0.95 -1.60
H: 3.40 -0.96 -2.97
H: 3.66 -3.41 -3.15
H: 2.74 -4.88 -1.39
H: 1.50 -3.93 0.54

***

Formula: C28H21ClCrN3P2S2
Source: the OMol25 dataset
Level of theory: ωB97M-V with the def2-TZVPD basis set

Results
LUMO (alpha / beta): -1.99 / -0.46 eV
Max |F|: 0.0424 hartree/bohr
E: -4227.64461 Ha
Spin multiplicity: 2

Cartesian coordinates (Å):
Cr: 2.05 -0.35 1.15
S: 2.53 0.02 3.38
C: 1.40 -1.03 4.18
C: 1.35 -0.94 5.58
N: 1.33 -0.83 6.72
C: 0.59 -1.91 3.51
S: 0.67 -2.13 1.79
C: -0.36 -2.68 4.19
N: -1.17 -3.31 4.71
N: 0.14 0.64 -0.70
P: 1.18 -0.65 -1.07
C: 0.13 -2.10 -1.44
C: 0.70 -3.35 -1.23
C: -0.02 -4.50 -1.52
C: -1.31 -4.39 -2.01
C: -1.88 -3.15 -2.22
C: -1.16 -2.00 -1.94
C: 1.78 -0.21 -2.73
C: 1.99 1.12 -3.10
C: 2.56 1.41 -4.32
C: 2.93 0.39 -5.18
C: 2.73 -0.93 -4.82
C: 2.17 -1.23 -3.59
P: 0.05 0.87 0.99
C: 0.12 2.68 1.08
C: 1.28 3.29 0.60
C: 1.37 4.67 0.57
C: 0.32 5.44 1.03
C: -0.82 4.84 1.55
C: -0.92 3.46 1.58
C: -1.68 0.48 1.42
C: -1.96 0.05 2.71
C: -3.24 -0.37 3.04
C: -4.25 -0.33 2.08
C: -3.98 0.15 0.81
C: -2.70 0.55 0.47
H: -0.65 0.86 -1.31
H: 1.71 -3.41 -0.84
H: 0.42 -5.47 -1.35
H: -1.88 -5.28 -2.24
H: -2.88 -3.06 -2.61
H: -1.62 -1.03 -2.12
H: 1.71 1.91 -2.42
H: 2.71 2.44 -4.62
H: 3.38 0.63 -6.13
H: 3.01 -1.72 -5.49
H: 2.01 -2.26 -3.31
H: 2.10 2.66 0.27
H: 2.26 5.14 0.18
H: 0.39 6.52 1.00
H: -1.63 5.45 1.93
H: -1.80 2.98 1.98
H: -1.18 0.03 3.45
H: -3.45 -0.73 4.03
H: -5.24 -0.68 2.33
H: -4.77 0.21 0.06
H: -2.51 0.93 -0.52
Cl: 3.98 0.21 0.47